This record from OMol25 describes C21H25Cl3FeN8O4Si as an isolated structure in a non-equilibrium geometry. The level of theory is ωB97M-V with the def2-TZVPD basis set.

## Properties
multiplicity	6
charge	+1
<S²>	8.78
E_tot	-122125.20155	eV

Cartesian coordinates (Å):
Fe -0.563 0.199 -0.539
O -0.439 1.771 7.488
C -0.018 2.525 6.466
O 0.479 3.584 6.726
C -0.135 2.048 5.040
C -0.731 0.893 4.582
C -0.960 0.621 3.226
C -0.493 1.636 2.306
C 0.088 2.855 2.762
C 0.289 3.026 4.075
N -0.901 1.558 0.958
C -1.325 2.731 0.482
C -1.718 2.875 -0.901
C -2.091 4.137 -1.462
C -2.300 4.134 -2.828
C -2.038 2.930 -3.578
C -1.721 1.745 -2.949
N -1.365 1.778 -1.649
H -0.972 0.996 7.335
H -1.203 0.209 5.199
H -1.517 -0.204 2.803
H 0.392 3.614 2.063
H 0.772 3.944 4.420
H -1.425 3.541 1.209
H -2.393 5.045 -0.803
H -2.627 4.922 -3.465
H -2.157 2.853 -4.682
H -1.756 0.832 -3.469
C 2.101 -3.629 2.211
N 2.009 -2.512 1.281
C 3.335 -1.923 0.936
C 0.900 -1.921 0.821
N 0.892 -0.725 0.226
N -0.383 -2.582 0.947
C -1.445 -2.397 0.124
N -2.274 -3.413 0.104
N -1.698 -1.293 -0.557
H 1.738 -4.558 1.802
H 1.510 -3.518 3.072
H 3.149 -3.833 2.491
H 3.327 -1.286 0.032
H 4.080 -2.766 0.760
H 3.831 -1.415 1.763
H 1.848 -0.341 0.196
H -0.226 -3.558 1.160
H -2.101 -4.225 0.636
H -2.878 -3.527 -0.718
H -2.552 -1.312 -1.119
Cl -2.949 -1.975 -5.007
Si -1.235 -2.882 -4.367
Cl -1.352 -4.476 -3.140
Cl -0.102 -3.638 -5.925
O -0.479 -1.746 -3.425
C 0.584 -0.906 -3.352
C 1.706 -0.819 -4.340
C 2.533 0.305 -3.769
C 2.047 0.350 -2.279
O 2.678 0.874 -1.373
N 0.678 -0.194 -2.258
H 1.379 -0.539 -5.354
H 2.285 -1.803 -4.412
H 2.288 1.281 -4.191
H 3.601 0.100 -3.790